[1]
Formula: C3Ag8O9
Source: OMol25
Level of theory: ωB97M-V with the def2-TZVPD basis set

ORCA input file:
```
! wB97M-V def2-TZVPD RIJCOSX def2/J DEFGRID3
* xyz 2 1
Ag -0.71959 -0.93230 3.19967
Ag -4.99774 1.02029 -1.90790
Ag -4.07245 -0.74973 0.96794
Ag 1.19000 -0.31800 0.52120
Ag 0.40162 1.49459 -2.44338
Ag -2.48280 -0.29653 -3.05504
Ag -2.26908 2.80846 -1.58839
Ag 1.02102 2.48053 0.80631
C 1.45923 -2.93933 1.62380
O 2.44770 -2.76097 0.87333
O 1.49247 -3.90343 2.39782
O 0.43983 -2.13418 1.58356
C 3.34893 0.92866 -0.93464
O 2.09320 1.43085 -0.94979
O 3.45607 -0.15808 -0.28576
O 4.23869 1.46715 -1.56038
C -1.75974 0.60362 0.19544
O -1.74742 -0.12181 1.24028
O -0.70532 1.28967 -0.16978
O -2.83461 0.79054 -0.51430
*
```

F_max = 0.0309 hartree/bohr
Orbital gap = 3.2 eV

[2]
Formula: C5H12N
Source: OMol25
Level of theory: ωB97M-V with the def2-TZVPD basis set

ORCA input file:
```
! wB97M-V def2-TZVPD RIJCOSX def2/J DEFGRID3
* xyz 1 1
C 2.37455 -0.19506 0.42254
C 1.16716 -0.35723 -0.52358
C 0.36205 0.62252 -0.83620
C -1.11500 0.53708 -0.97749
C -1.63282 -0.55753 0.00690
N -1.05552 -0.00556 1.36911
H 2.17303 0.32544 1.34539
H 2.87694 -1.18271 0.54173
H 3.19811 0.35889 0.00326
H 1.19619 -1.32252 -0.95594
H 0.85959 1.55580 -1.14252
H -1.38359 0.29822 -1.99248
H -1.60576 1.43208 -0.62255
H -2.78058 -0.55839 0.08338
H -1.25418 -1.54592 -0.20891
H -1.05352 -0.75648 2.08834
H -0.16722 0.30819 1.07304
H -1.60601 0.82766 1.65048
*
```

Structure (SMILES) = C/C=C/CC[NH3+]
Energy above the lowest of the compared OMol25 structures with the same formula, charge and spin = 272.3 kJ/mol
F_max = 0.0703 hartree/bohr
Orbital gap = 9.5 eV

[3]
Formula: C52H63O4Pt
Source: OMol25
Level of theory: ωB97M-V with the def2-TZVPD basis set

ORCA input file:
```
! wB97M-V def2-TZVPD RIJCOSX def2/J DEFGRID3
* xyz -1 1
Pt -0.36488 -0.02018 -0.62185
C -1.75218 -0.01718 -4.49685
O -1.53508 -0.12618 -3.10865
C -0.18588 -0.06748 -2.75145
C 0.50362 1.18442 -2.91945
C -0.28588 2.46452 -2.75695
C -0.27208 2.95802 -1.32485
C 0.53432 4.01812 -0.96725
C 0.54532 4.54142 0.32275
C -0.29228 3.93702 1.25545
C -1.12738 2.88032 0.95415
C -2.15118 2.51182 2.00595
C -2.84128 1.17092 2.01375
C -4.20408 1.18212 2.28935
C -4.93038 0.01942 2.47565
C -4.27698 -1.18268 2.24555
C -2.91668 -1.25228 1.97935
C -2.31188 -2.63548 1.93615
C -1.18448 -2.98578 0.99355
C -0.32928 -3.99928 1.37615
C 0.59722 -4.57248 0.51365
C 0.63782 -4.07398 -0.79215
C -0.18798 -3.05888 -1.22455
C -0.15048 -2.59358 -2.66395
C 0.58192 -1.28008 -2.84355
C 1.93872 -1.21138 -3.09525
C 2.59182 -0.00058 -3.33225
C 1.85152 1.17942 -3.19655
C 4.03212 0.08162 -3.80945
C 4.73372 -1.27908 -3.79915
C 4.85852 1.01332 -2.91725
C 4.03942 0.63172 -5.24465
C -1.13788 -2.45128 -0.33055
O -1.97358 -1.56118 -0.72005
C 1.51182 -5.71588 0.92815
C 2.97712 -5.26148 0.86225
C 1.24002 -6.21708 2.35175
C 1.31262 -6.90278 -0.02625
C -2.18798 -0.06118 1.93675
O -0.80448 -0.11968 1.83425
C -0.14088 -0.00548 3.06855
C -6.36958 0.00692 2.96905
C -7.26568 -0.67318 1.92855
C -6.42798 -0.77018 4.29315
C -6.92098 1.40922 3.23675
C -1.16118 2.34272 -0.37125
O -2.02858 1.46392 -0.71595
C 1.32722 5.78032 0.73325
C 2.18882 5.48512 1.96865
C 0.32252 6.89792 1.05505
C 2.26022 6.28982 -0.36795
H -0.80938 0.07462 -5.04485
H -2.28058 -0.90688 -4.85465
H -2.36858 0.86172 -4.71365
H 0.12712 3.23972 -3.40675
H -1.32748 2.27712 -3.02625
H 1.15062 4.45922 -1.73945
H -0.34238 4.34152 2.25865
H -1.68648 2.65792 2.99045
H -2.94338 3.26832 1.92685
H -4.68698 2.14262 2.39375
H -4.82848 -2.11148 2.31695
H -1.99338 -2.88908 2.95655
H -3.13438 -3.32198 1.69265
H -0.42778 -4.37568 2.38485
H 1.33402 -4.49038 -1.50735
H 0.31892 -3.36628 -3.28005
H -1.18658 -2.44358 -2.97935
H 2.48132 -2.14328 -3.14465
H 2.33572 2.13352 -3.34545
H 4.70702 -1.69978 -2.79615
H 4.27882 -1.97798 -4.49945
H 5.77792 -1.14828 -4.08525
H 4.88892 0.61472 -1.90735
H 5.87812 1.09102 -3.29675
H 4.43492 2.01092 -2.87405
H 3.42772 0.01192 -5.89645
H 3.63552 1.64152 -5.26185
H 5.05522 0.65452 -5.63935
H 3.14062 -4.43088 1.54525
H 3.64532 -6.07878 1.13875
H 3.23142 -4.93148 -0.14125
H 1.42532 -5.43478 3.08405
H 0.21402 -6.56328 2.45495
H 1.90252 -7.05378 2.57525
H 1.58642 -6.63258 -1.04205
H 1.93112 -7.74588 0.28255
H 0.27032 -7.21588 -0.02475
H -0.41108 -0.83388 3.73535
H 0.92292 -0.04808 2.84355
H -0.36768 0.94102 3.57095
H -6.98208 -1.71338 1.79185
H -8.30768 -0.63578 2.24465
H -7.16808 -0.16398 0.97235
H -6.06348 -1.78658 4.17395
H -5.81358 -0.27838 5.04525
H -7.45448 -0.81208 4.65515
H -6.94498 1.99912 2.32435
H -7.93818 1.32702 3.61705
H -6.32008 1.92802 3.98095
H 1.57872 5.21352 2.82455
H 2.86542 4.66022 1.75995
H 2.77702 6.36302 2.23375
H -0.35458 6.59722 1.84945
H 0.84182 7.80322 1.36545
H -0.27288 7.12322 0.17275
H 2.97712 5.52322 -0.65185
H 1.69782 6.59612 -1.24675
H 2.81002 7.15612 -0.00095
C 4.39892 -0.12368 0.65925
C 3.63352 -1.27488 0.62145
C 2.29132 -1.21128 0.28485
C 1.65962 -0.01238 -0.05855
C 2.45462 1.13352 0.00145
C 3.79362 1.08612 0.36425
H 5.44942 -0.17168 0.92155
H 4.09032 -2.22968 0.85065
H 1.72272 -2.12948 0.30065
H 2.03012 2.10172 -0.23045
H 4.37302 2.00002 0.39875
*
```

Energy above the lowest of the compared OMol25 structures with the same formula, charge and spin = 229.3 kJ/mol
F_max = 0.0728 hartree/bohr
Orbital gap (alpha / beta) = 5.3 / 5.3 eV

[4]
Formula: C11H20N2O
Source: OMol25
Level of theory: ωB97M-V with the def2-TZVPD basis set

ORCA input file:
```
! wB97M-V def2-TZVPD RIJCOSX def2/J DEFGRID3
* xyz 0 1
H 0.76711 -2.93245 -0.49371
N 0.40417 -2.07343 -0.75711
C 0.84442 -1.05350 -0.05823
O 0.49032 0.29191 -0.29861
C -0.43605 0.57081 -1.34761
C -0.02245 1.86779 -2.02840
C -1.09434 2.47757 -2.97634
C -2.27115 2.61188 -2.12754
C -2.77271 1.28929 -1.62517
C -1.86252 0.65160 -0.63704
N 1.56926 -1.52031 1.02367
C 2.20492 -0.55265 1.96310
C 2.20704 -1.19691 3.24738
C 1.17368 -2.36434 3.15399
C 1.41456 -2.85137 1.76430
H -0.52572 -0.23168 -2.09454
H 0.96506 1.75746 -2.49406
H 0.18813 2.59232 -1.15109
H -1.15458 2.01333 -3.86221
H -0.72299 3.45474 -3.19670
H -3.06607 3.11634 -2.70458
H -1.95477 3.28414 -1.33570
H -3.69860 1.49739 -1.07738
H -2.92557 0.49874 -2.44005
H -1.95398 1.26955 0.30797
H -2.14248 -0.36005 -0.27291
H 3.18638 -0.33938 1.50511
H 1.63780 0.34270 2.02132
H 1.99868 -0.52698 4.08364
H 3.20843 -1.58126 3.37214
H 0.03155 -2.11716 3.37564
H 1.33008 -3.06856 3.95395
H 2.36407 -3.42418 1.76737
H 0.61834 -3.39337 1.43939
*
```

Structure (SMILES) = [H]/N=C(/OC1CCCCC1)N1CCCC1
Energy above the lowest of the compared OMol25 structures with the same formula, charge and spin = 229.3 kJ/mol
F_max = 0.1032 hartree/bohr
Orbital gap = 9.1 eV

[5]
Formula: C30H27BF10NPbSSb2
Source: OMol25
Level of theory: ωB97M-V with the def2-TZVPD basis set

ORCA input file:
```
! wB97M-V def2-TZVPD RIJCOSX def2/J DEFGRID3
* xyz 0 2
Pb 0.15597 -3.02860 1.71264
S 3.28628 -4.30656 -1.61581
C 3.74194 -2.71053 -1.22002
C 2.92976 -2.16126 -0.27501
C 1.89441 -3.03123 0.17252
C 1.97199 -4.23996 -0.48082
C 1.03686 -5.34603 -0.33264
C 1.20292 -6.58018 -0.96216
C 0.24210 -7.56050 -0.80551
C -0.87316 -7.29552 -0.02260
C -0.96395 -6.06485 0.59732
N -0.03370 -5.11883 0.45147
H 4.58991 -2.26247 -1.71524
H 3.07600 -1.15195 0.08345
H 2.08320 -6.74912 -1.56663
H 0.36041 -8.51922 -1.29255
H -1.66072 -8.02258 0.10973
H -1.81344 -5.81035 1.21805
F -3.82002 -4.74925 -0.47814
B -3.36627 -3.94523 0.51772
F -2.32998 -3.00615 -0.05354
F -2.72381 -4.62873 1.54009
F -4.32574 -3.04799 1.00614
C 1.31085 4.38977 0.33971
C 2.04442 3.47121 -0.59888
C 3.17472 3.94211 -1.26647
C 3.91250 3.13165 -2.11547
C 3.53039 1.81652 -2.32294
C 2.40437 1.32712 -1.67861
C 1.67021 2.14257 -0.82683
Sb -0.18491 1.31673 0.02413
C -1.46905 2.64021 -1.08707
C -2.26025 3.55715 -0.40470
C -3.11308 4.39554 -1.10328
C -3.17973 4.30188 -2.48433
C -2.39393 3.37988 -3.15631
C -1.53191 2.52343 -2.47516
C -0.70380 1.53093 -3.24517
C -0.08935 1.81330 2.14384
C -1.18371 2.36258 2.79837
C -1.09389 2.71255 4.13775
C 0.08696 2.49911 4.82695
C 1.16176 1.90375 4.18457
C 1.09056 1.53376 2.84528
C 2.25244 0.81375 2.21466
H 1.69820 5.40442 0.25911
H 1.42983 4.06361 1.37392
H 0.24345 4.41700 0.11933
H 3.47934 4.97132 -1.11513
H 4.78703 3.53161 -2.61223
H 4.10116 1.17651 -2.98379
H 2.09360 0.30072 -1.84244
H -2.21170 3.62776 0.67294
H -3.72797 5.10553 -0.56588
H -3.85591 4.93866 -3.04005
H -2.45765 3.30747 -4.23556
H -1.15605 1.32824 -4.21442
H -0.63359 0.58275 -2.70763
H 0.30287 1.91824 -3.41558
H -2.12499 2.49050 2.28673
H -1.95497 3.13758 4.63600
H 0.16606 2.76861 5.87229
H 2.07656 1.70652 4.73115
H 3.01370 0.58283 2.95819
H 2.71610 1.41150 1.42992
H 1.90517 -0.12280 1.77089
F -0.77875 -1.12232 0.85232
Sb -3.07776 -0.95249 0.42289
F -4.16730 -1.43210 -1.06048
F -1.95279 -0.47903 -1.11457
F -4.72613 -0.28470 1.08668
F -2.56570 0.86861 0.86045
F -2.71832 -1.41496 2.23646
*
```

Energy above the lowest of the compared OMol25 structures with the same formula, charge and spin = 286.9 kJ/mol
F_max = 0.0428 hartree/bohr
Orbital gap (alpha / beta) = 8.0 / 6.3 eV

[6]
Formula: C2H9BNO2
Source: OMol25
Level of theory: ωB97M-V with the def2-TZVPD basis set

ORCA input file:
```
! wB97M-V def2-TZVPD RIJCOSX def2/J DEFGRID3
* xyz 1 3
B 1.00886 -0.84648 0.24656
C 0.26277 -0.31019 -1.07133
C -0.59758 1.08847 -0.75762
N -1.55606 0.91954 0.37919
O 0.39627 -0.64180 1.43209
O 2.06521 -1.58430 0.05344
H 0.98381 -0.08334 -1.79236
H -0.45445 -1.17866 -1.38053
H 0.28886 1.71724 -0.31142
H -1.03929 1.38788 -1.68805
H -1.50271 1.66827 0.93809
H -0.85159 0.31337 0.91858
H -2.50234 0.55710 0.18679
H 0.70186 -1.17658 2.22768
H 2.79637 -1.83052 0.61889
*
```

Energy above the lowest of the compared OMol25 structures with the same formula, charge and spin = 388.7 kJ/mol
F_max = 0.0978 hartree/bohr
Orbital gap (alpha / beta) = 4.8 / 7.0 eV

[7]
Formula: C46H77Cl2FN5O7S3
Source: OMol25
Level of theory: ωB97M-V with the def2-TZVPD basis set

ORCA input file:
```
! wB97M-V def2-TZVPD RIJCOSX def2/J DEFGRID3
* xyz 1 1
C -0.17513 0.01323 4.02588
C 0.02362 -1.39770 3.40661
Cl 0.12684 -2.73176 4.62185
C 0.13602 -1.63303 2.04867
Cl 0.45597 -3.39680 1.71738
C 0.06687 -0.55690 0.91931
C 1.23614 -0.65485 -0.20494
C 2.54749 -1.41479 0.18393
C 3.27142 -1.04296 1.53759
C 4.02614 -2.33680 2.06704
S 4.20494 -2.11754 3.90911
C 5.94437 -2.31334 4.35079
N 6.76737 -1.40626 4.95982
N 7.93072 -2.10766 5.07920
C 7.85046 -3.34845 4.55084
O 6.55879 -3.50526 4.05963
N -0.20265 0.87202 1.23829
C 0.62138 2.07830 1.46314
C 2.16542 1.96851 1.44911
O 2.74267 1.83187 2.48031
F 2.96209 2.06929 0.31672
C -1.50411 1.17275 1.37730
C -2.22467 2.50455 1.65672
C -3.44646 2.17698 2.65449
C -3.67366 3.41243 3.62709
C -2.71272 3.42877 4.87351
N -2.80785 2.24442 5.73438
C -1.76369 1.86422 6.59914
C -2.06688 0.65205 7.38611
C -3.47369 0.32719 6.92956
C -3.84433 1.32646 5.93601
S -2.50992 -0.35054 1.16527
C -1.18416 -0.83368 -0.08866
S -1.63889 -2.48821 -0.66431
C -1.44766 0.24340 -1.24922
C -1.36414 -0.29370 -2.74134
C -2.80045 -0.68168 -3.35982
C -2.74485 -2.18118 -3.93556
N -3.97198 -2.87803 -3.45236
H -0.05877 -0.05197 5.14916
H 0.67063 0.69400 3.70104
H -1.19170 0.47190 3.86591
H 1.52549 0.37342 -0.58736
H 0.84792 -1.17786 -1.13300
H 2.46002 -2.54273 0.14715
H 3.29994 -1.18907 -0.63924
H 4.06888 -0.27827 1.29232
H 2.61498 -0.64419 2.35231
H 3.41922 -3.27825 1.91193
H 5.02067 -2.44679 1.56247
H 8.63080 -4.14205 4.51133
H 0.35131 2.49660 2.47804
H 0.30926 2.87654 0.72082
H -1.62274 3.29622 2.16997
H -2.69581 2.84991 0.68708
H -3.23260 1.28989 3.30770
H -4.40503 2.02882 2.09424
H -3.48317 4.36116 3.05113
H -4.72718 3.48379 4.01432
H -1.62707 3.62581 4.61599
H -3.02177 4.31970 5.50499
H -0.78395 2.39124 6.73103
H -1.43389 0.13511 8.14219
H -4.09680 -0.52519 7.28127
H -4.83827 1.36538 5.42005
H -0.62461 -3.08089 -1.38038
H -2.50349 0.61574 -1.10900
H -0.74265 1.13165 -1.21541
H -1.02915 0.59461 -3.36613
H -0.58697 -1.08413 -2.91902
H -3.01411 -0.03519 -4.25774
H -3.59514 -0.56422 -2.57075
H -1.86377 -2.75650 -3.51766
H -2.64500 -2.21199 -5.05235
H -4.23204 -3.58704 -4.14658
H -3.72676 -3.34893 -2.57883
C 1.82505 1.85110 10.77654
C 1.84036 0.76583 11.83572
C 0.37572 0.37305 11.90373
O -0.17079 0.58833 10.59501
C 0.76970 1.33558 9.81529
H 2.79215 2.01386 10.29970
H 1.49816 2.79697 11.21856
H 2.43912 -0.08188 11.48957
H 2.23823 1.09405 12.79617
H -0.17427 1.00764 12.60622
H 0.23371 -0.66974 12.19306
H 1.20571 0.65536 9.07405
H 0.25168 2.14001 9.28794
C -2.21786 4.06634 -4.74844
C -3.73165 3.96334 -4.74579
C -4.01397 3.52376 -3.32153
O -2.97356 4.07862 -2.50124
C -1.93524 4.58847 -3.35125
H -1.82288 4.71325 -5.53182
H -1.77827 3.07154 -4.87211
H -4.17089 4.94857 -4.92681
H -4.12667 3.27235 -5.49073
H -3.97048 2.43285 -3.22636
H -4.98637 3.86597 -2.96250
H -1.98186 5.68193 -3.31920
H -0.96115 4.27053 -2.97271
C -2.98927 -7.27899 -6.23170
C -3.59307 -7.86930 -4.97218
C -3.19240 -6.84857 -3.92284
O -3.12313 -5.57755 -4.58564
C -3.18102 -5.79094 -6.00453
H -3.45710 -7.63239 -7.15072
H -1.92217 -7.51584 -6.27803
H -4.68259 -7.90307 -5.06396
H -3.23918 -8.87495 -4.74436
H -2.20078 -7.06808 -3.51269
H -3.90559 -6.79301 -3.09782
H -4.16502 -5.45991 -6.35412
H -2.41581 -5.18837 -6.49768
C 5.54349 1.22393 -3.84393
C 4.63162 0.44794 -2.91281
C 3.36382 1.28339 -2.94760
O 3.30488 1.89218 -4.24038
C 4.56740 1.71657 -4.89622
H 6.35557 0.62845 -4.26133
H 5.98127 2.07401 -3.31257
H 4.43595 -0.54570 -3.32806
H 5.03320 0.32347 -1.90577
H 3.39400 2.08364 -2.20057
H 2.46226 0.68603 -2.78234
H 4.43229 0.97394 -5.69014
H 4.87949 2.65857 -5.35031
C 1.70046 1.87397 -9.07274
C 2.72815 0.96362 -8.42852
C 1.97112 0.44154 -7.22059
O 0.58436 0.40578 -7.58480
C 0.40809 1.12018 -8.81536
H 1.88059 2.06010 -10.13183
H 1.68117 2.83745 -8.55446
H 2.96837 0.13801 -9.10511
H 3.65809 1.46801 -8.16317
H 2.07604 1.11492 -6.36372
H 2.29749 -0.55723 -6.92057
H 0.21284 0.38655 -9.60482
H -0.45605 1.78238 -8.73464
*
```

F_max = 0.0936 hartree/bohr
Orbital gap = 6.0 eV